# 1
Entry from the Open Molecules 2025 dataset: the ion C8H16N5 with charge +1 at a distorted geometry (ωB97M-V/def2-TZVPD).

```
29
Properties=species:S:1:pos:R:3:lowdin_charge:R:1
H 1.63336 1.27989 -2.96138 0.1066
H 0.85681 0.93079 2.35652 0.1755
C -1.23344 0.97268 2.10703 -0.4034
H -0.94057 -4.11695 -0.61963 0.0708
H -0.28868 -3.88782 -2.26285 0.1312
H 0.41916 1.42878 -0.23447 0.1330
N -1.40549 0.07556 1.21445 0.1575
H -3.27110 1.31526 2.19649 0.1072
C -0.19214 -2.30367 -0.95220 -0.2679
H -2.25643 2.61929 2.93723 0.1239
C 2.21564 0.55961 -2.26897 -0.0975
N 0.95345 -2.21598 -3.04340 0.1880
H 3.10633 1.18681 -1.80810 0.1141
C -2.38958 1.50993 2.82192 0.0208
N -0.82200 -1.76392 0.05763 0.0969
H -2.19162 -0.42584 0.85407 0.1615
H -0.43462 0.59643 -1.45739 0.1038
H 2.25235 -0.75476 -0.69941 0.1775
H 0.54966 -0.68274 1.28227 0.1632
N -0.09480 1.32497 2.68464 0.2168
C 0.19838 0.40502 -0.65103 -0.0638
N -0.52773 -3.57584 -1.28616 0.1655
H -2.45370 1.14193 3.83007 0.1039
C 0.82105 -1.61176 -1.97200 -0.2631
H 2.89378 -0.17165 -2.86792 0.0944
H -0.13581 1.89186 3.44111 0.0827
C 1.38608 -0.35626 -1.36276 -0.3288
C -0.28038 -0.58021 0.47857 -0.3677
H 1.55068 -1.89860 -3.81915 0.0975
```

Computed properties:
spin multiplicity = 1
HOMO energy = -12.240 eV
net charge = +1
ΔE to the lowest compared entry with this formula, charge and spin = 0.0 kcal per mole
E_tot = -587.94718 hartree

***

# 2
Entry from the Open Molecules 2025 dataset: the ion C8H16N5 with charge +1 at a distorted geometry (ωB97M-V/def2-TZVPD).

```
29
Properties=species:S:1:pos:R:3:lowdin_charge:R:1
C 0.85666 1.32348 -1.07821 -0.2312
C 1.90248 -0.06203 -1.61211 -0.2256
N -1.71386 -0.12813 0.90200 0.1298
N -0.26192 1.16114 -0.43536 0.0648
H 2.15520 -2.80225 -2.37296 0.0943
H 2.74398 -2.21980 -0.74867 0.1024
H -1.50892 -0.33630 -1.25737 0.1861
H -2.46521 -0.63959 3.31763 0.0789
C -2.57337 0.38432 3.11128 0.0340
C 0.15637 -1.21659 -0.11185 -0.1013
H -1.16444 2.40687 0.92993 0.0750
H -2.23664 2.76474 2.10202 0.1447
H -1.97161 -1.18573 1.10535 0.2221
H 0.78757 3.31498 -1.31512 0.1190
H -0.26481 -2.25010 0.01510 0.1368
H 0.30755 -1.31459 -2.28875 0.1586
N -1.63032 2.05537 1.72049 0.2044
N 1.42976 2.52662 -1.39790 0.1474
C 1.03450 -1.27233 -1.45410 -0.2891
H -3.61699 0.59031 3.19198 0.0975
H 2.39756 2.46503 -1.52647 0.0657
C -1.98655 0.78921 1.80237 -0.3366
H 0.64376 -0.95982 0.76670 0.1086
H -2.07969 1.03467 3.82294 0.1048
H 1.37599 -3.34193 -1.08900 0.0306
N 3.00241 0.21954 -2.11828 0.1529
C 1.89021 -2.53342 -1.35396 -0.0498
C -0.88238 -0.14548 -0.29304 -0.3592
H 3.67272 -0.62819 -2.33463 0.1343
```

Computed properties:
spin multiplicity = 1
HOMO energy = -12.120 eV
net charge = +1
ΔE to the lowest compared entry with this formula, charge and spin = 3.5 kcal per mole
E_tot = -587.94160 hartree